Computed, not measured: an isolated molecule of C6H11N, with the ωB97M-V functional and the def2-TZVPD basis.

Each line ends with the natural charge from an NBO analysis.
Atoms and positions in Å:
C -0.68656 2.20941 2.01354  -0.66
C 0.10865 1.08537 1.40910  -0.26
C -0.25118 0.40266 0.30558  0.14
N -1.45139 0.65634 -0.35454  -0.81
C 0.58719 -0.70448 -0.15804  -0.21
C 0.47746 -1.31479 -1.34172  -0.17
C 1.32182 -2.46863 -1.75035  -0.64
H -0.69888 3.09145 1.37092  0.21
H -0.23367 2.52428 2.95296  0.22
H -1.70149 1.87536 2.23790  0.21
H 1.03668 0.78767 1.87891  0.20
H -1.45149 0.48653 -1.33254  0.37
H -1.84644 1.54850 -0.13668  0.37
H 1.35306 -1.01825 0.54063  0.21
H -0.24243 -0.96963 -2.07594  0.18
H 0.70432 -3.33890 -1.97574  0.22
H 2.04849 -2.72705 -0.97877  0.21
H 1.93530 -2.28017 -2.63712  0.21

Output
Molar mass: 97.16 g/mol
ΔE to the lowest compared entry with this formula, charge and spin: 18.9 kcal per mole
Structure (SMILES): C/C=C(N)/C=C/C
E_tot: -7889.711 eV
LUMO: 1.10 eV
Highest occupied orbital energy: -7.70 eV